Molecular formula: C6H12BrFN2
Method: DFT, ωB97M-V with the def2-TZVPD basis set

```
22
Properties=species:S:1:pos:R:3:forces:R:3:lowdin_charge:R:1
C 1.979 1.152 0.092 1.269 -1.962 0.964 -0.420
C -1.844 -2.512 0.017 -2.736 2.630 -0.740 -0.100
C -0.872 2.093 -0.537 -0.756 0.750 1.532 -0.048
C 3.332 0.371 0.429 -2.298 -0.080 1.530 -0.537
C -0.994 -1.310 -0.330 -5.003 2.391 -0.407 -0.230
C -1.285 -0.104 0.581 0.135 1.377 -1.812 -0.173
N 0.885 0.652 0.437 0.306 -0.349 0.224 0.111
N -0.407 1.006 0.308 2.081 1.268 -0.246 -0.216
F 2.143 2.280 -0.589 0.229 1.033 -0.638 0.068
Br 3.601 -1.182 -0.672 -0.110 -0.445 -0.528 0.605
H -1.882 -2.615 1.089 -0.140 -0.463 0.340 0.068
H -2.907 -2.310 -0.424 1.683 -0.820 1.033 0.114
H -1.371 -3.285 -0.475 0.403 -2.287 -0.733 0.039
H -0.277 2.990 -0.594 1.028 -0.300 0.003 0.080
H -1.165 1.784 -1.491 -0.166 -0.582 -1.830 0.063
H -1.772 2.530 -0.092 -0.203 -0.413 0.188 0.086
H 4.260 0.889 0.336 0.144 0.922 -0.093 0.026
H 3.260 -0.062 1.479 -0.059 0.811 -1.395 0.072
H -1.245 -0.943 -1.354 0.439 -0.518 0.447 0.127
H -0.053 -1.628 -0.296 4.231 -0.531 0.288 0.043
H -2.222 0.460 0.488 -0.628 -1.295 -0.297 0.126
H -1.162 -0.258 1.597 0.153 -1.136 2.170 0.094
```
Forces are in eV/Å.

Values from the calculation:
**Structure (SMILES)**: CCCN(C)/N=C(\F)CBr



Molecular formula: C2H9NS
Method: DFT, ωB97M-V with the def2-TZVPD basis set

```
13
Properties=species:S:1:pos:R:3:forces:R:3:lowdin_charge:R:1
C -1.677 -0.610 1.194 -0.031 -0.078 0.144 -0.131
N -0.247 -0.621 0.895 0.150 -0.300 0.232 -0.095
H -1.992 -1.439 1.828 0.010 -0.062 -0.049 0.074
H -1.933 0.318 1.703 0.032 0.071 -0.080 0.084
H -2.217 -0.650 0.251 -0.064 0.056 0.004 0.083
H 0.021 -1.403 0.311 0.002 -0.079 0.114 0.105
H 0.348 -0.584 1.710 -0.060 -0.165 0.155 0.108
H 0.016 0.533 0.135 -0.084 1.068 -1.048 -0.132
C 1.640 0.819 -1.666 -0.011 0.311 0.012 -0.551
S 0.199 1.663 -0.928 -0.007 -0.596 0.559 0.440
H 2.463 1.528 -1.750 0.047 -0.072 0.010 0.004
H 1.963 0.001 -1.021 0.047 -0.058 -0.096 0.003
H 1.416 0.444 -2.662 -0.028 -0.096 0.042 0.007
```
Forces are in eV/Å.

Values from the calculation:
**Structure (SMILES)**: CN.CS



Molecular formula: C2H10O2Si2
Method: DFT, ωB97M-V with the def2-TZVPD basis set

```
16
Properties=species:S:1:pos:R:3:forces:R:3:lowdin_charge:R:1
C 0.623 -0.972 1.853 -0.292 -0.598 0.246 -0.165
C -1.748 1.163 0.711 2.091 3.492 0.341 -0.150
O 1.107 1.504 0.534 1.801 1.917 -0.533 -0.145
O 0.039 -0.221 -0.903 0.256 -2.194 -3.546 -0.453
Si 0.609 -0.924 -2.455 -2.144 2.371 3.325 0.652
Si -0.018 0.356 0.600 -0.525 -0.817 0.174 0.192
H 0.549 -2.002 1.401 -0.357 0.969 0.281 0.024
H 1.751 -0.902 2.025 -1.628 0.437 0.157 0.044
H -0.010 -0.996 2.812 1.305 0.066 -1.179 0.039
H -2.522 0.516 0.750 -2.449 -2.525 -0.062 -0.044
H -1.990 1.878 1.598 0.897 -0.978 -1.540 0.064
H -1.866 1.740 -0.282 0.301 -0.697 1.582 0.062
H 1.486 1.745 -0.345 -0.712 -0.384 1.297 0.084
H 0.775 0.321 -3.238 0.614 -0.284 -0.193 -0.074
H -0.560 -1.571 -3.137 0.644 -0.361 0.363 -0.070
H 1.774 -1.634 -1.925 0.196 -0.414 -0.712 -0.060
```
Forces are in eV/Å.

Values from the calculation:
**Structure (SMILES)**: C[Si](C)(O)O[SiH3]



Molecular formula: C16H60B3F3HgN2O8S
Method: DFT, ωB97M-V with the def2-TZVPD basis set

```
94
Properties=species:S:1:pos:R:3:forces:R:3:lowdin_charge:R:1
Hg 2.574 -0.173 0.147 0.419 -0.703 1.126 1.140
N 1.704 3.063 -2.408 0.476 1.390 -1.417 0.311
H 2.595 3.444 -2.694 0.356 0.001 -0.372 0.151
H 1.478 3.566 -1.562 -0.883 0.459 1.338 0.070
H 1.818 2.067 -2.282 0.233 -1.351 0.493 0.018
H 1.016 3.205 -3.135 -0.317 0.134 -0.129 0.131
N 0.322 -1.593 -3.134 -0.145 0.509 -0.988 0.313
H 0.512 -0.640 -2.858 0.009 0.555 -0.216 0.069
H -0.595 -1.855 -2.802 -0.702 -0.354 0.668 0.082
H 1.013 -2.183 -2.693 0.894 -0.972 0.520 0.039
H 0.368 -1.731 -4.134 0.238 0.260 -0.245 0.150
B 2.648 2.058 0.932 -0.234 0.106 -0.107 -0.420
H 3.504 1.654 0.415 4.040 -0.576 -2.084 -0.034
H 1.838 2.174 0.228 -2.951 -0.033 -2.466 -0.048
H 2.432 1.337 1.705 -1.388 -2.113 3.571 -0.037
H 2.814 3.050 1.325 1.343 3.270 1.870 -0.002
B 2.769 0.272 -2.109 0.160 0.300 -0.679 -0.446
H 2.529 -0.722 -1.764 -0.782 -4.024 0.356 -0.063
H 2.951 0.211 -3.171 0.823 -0.122 -3.721 0.015
H 1.886 0.823 -1.825 -3.342 1.902 0.382 -0.074
H 3.576 0.673 -1.515 3.591 1.860 1.313 -0.023
B 0.128 -0.437 -0.026 -0.352 0.242 -0.036 -0.453
H 0.596 0.119 0.772 0.727 2.536 3.282 -0.030
H -0.043 0.200 -0.880 -0.336 2.177 -2.743 -0.038
H 0.811 -1.233 -0.277 1.779 -3.484 -1.403 -0.021
H -0.824 -0.857 0.259 -3.198 -1.314 1.745 -0.018
C 4.669 -4.292 -1.662 -0.788 0.678 -0.565 -0.593
F 4.579 -5.582 -1.979 0.205 0.150 0.776 0.132
F 5.598 -4.051 -0.715 -0.903 -0.494 -0.629 0.125
F 5.056 -3.677 -2.799 -0.254 0.185 0.816 0.113
S 2.867 -3.685 -1.110 -3.055 -0.934 1.453 0.649
O 2.990 -2.482 -0.257 1.289 -1.191 -0.786 -0.423
O 2.152 -3.368 -2.406 1.865 -1.124 2.130 -0.372
O 2.251 -4.781 -0.266 1.993 2.065 -2.787 -0.347
C -4.742 -0.366 2.022 0.196 -0.742 1.348 -0.052
C -4.094 0.800 2.749 1.917 0.682 -2.425 -0.424
C -2.580 0.631 2.965 0.651 -0.542 1.375 -0.061
O -4.136 1.904 1.822 -1.028 1.063 0.067 -0.093
H -4.326 -0.509 1.024 -0.014 0.332 -0.003 0.074
H -5.830 -0.314 1.993 0.092 0.142 -0.123 0.078
H -4.452 -1.247 2.594 -0.300 -0.445 -0.030 0.075
H -4.578 1.172 3.652 -0.141 -0.423 -0.029 0.140
H -1.926 0.193 2.211 -0.754 0.066 -1.040 0.065
H -2.276 -0.021 3.785 -0.522 0.045 0.555 0.063
H -2.137 1.604 3.175 -0.153 0.108 0.165 0.077
H -3.368 1.889 1.246 0.086 -0.252 0.064 0.041
C -1.824 -4.627 -1.837 0.075 0.285 0.339 -0.033
C -2.029 -3.496 -0.828 -0.228 -0.724 -0.553 -0.476
C -1.452 -3.788 0.548 -0.496 0.581 -0.547 -0.027
O -1.537 -2.325 -1.433 0.074 0.173 -1.041 -0.111
H -0.779 -4.620 -2.146 0.056 -0.017 -0.170 0.080
H -2.491 -4.495 -2.689 0.145 -0.033 -0.115 0.077
H -2.010 -5.604 -1.391 -0.146 0.069 0.028 0.079
H -3.094 -3.296 -0.711 -0.353 -0.508 0.219 0.132
H -1.947 -3.027 1.150 0.120 -0.407 0.816 0.072
H -0.374 -3.668 0.664 0.024 -0.191 -0.382 0.082
H -1.771 -4.811 0.747 0.070 0.178 0.685 0.086
H -1.580 -1.571 -0.840 0.153 0.076 0.418 0.030
C -0.521 3.226 0.921 -0.059 0.619 0.691 -0.046
C 0.090 4.655 0.789 0.406 -2.405 0.648 -0.398
C 0.648 5.160 2.122 -0.252 0.343 0.073 -0.034
O 1.215 4.461 -0.081 -0.577 1.676 -1.314 -0.130
H 0.082 2.632 1.607 -0.022 0.019 0.096 0.074
H -0.502 2.663 -0.011 -0.232 0.297 -0.109 0.060
H -1.528 3.304 1.330 -0.162 -0.174 -0.048 0.074
H -0.695 5.306 0.403 0.598 0.273 -0.529 0.135
H 0.275 4.576 2.963 -0.393 0.353 0.070 0.083
H 0.446 6.228 2.207 -0.111 -0.060 0.443 0.077
H 1.731 5.054 2.195 0.015 -0.105 -0.358 0.079
H 1.811 3.910 0.431 0.464 -0.349 0.249 -0.006
C -2.677 1.619 -1.724 -0.516 -0.373 -0.248 -0.043
C -2.062 1.299 -3.093 -0.998 0.089 1.494 -0.472
C -2.341 2.384 -4.126 1.703 0.089 0.447 -0.045
O -0.672 1.194 -2.842 0.884 0.468 -2.487 -0.098
H -3.761 1.507 -1.742 -0.112 0.543 -0.034 0.091
H -2.333 2.595 -1.381 -0.368 0.213 -0.140 0.078
H -2.360 0.917 -0.953 0.282 -0.278 -0.150 0.063
H -2.517 0.384 -3.473 0.427 -0.582 0.115 0.131
H -1.780 3.213 -3.695 -0.718 0.836 -0.019 0.072
H -3.390 2.569 -4.356 0.188 0.055 0.267 0.090
H -1.760 2.215 -5.032 -0.331 -0.473 -0.283 0.076
H -0.397 1.041 -1.935 -0.680 -0.255 0.682 0.005
C 0.219 -1.714 3.128 0.185 0.490 0.909 -0.031
C 1.525 -0.865 3.379 -0.218 -1.628 0.174 -0.388
C 2.304 -1.320 4.665 -1.228 0.401 -0.242 -0.036
O 2.395 -1.190 2.297 0.717 -0.157 0.095 -0.145
H 0.359 -2.785 3.276 0.610 -0.053 0.268 0.084
H -0.202 -1.677 2.123 0.352 0.687 0.086 0.029
H -0.550 -1.433 3.847 -0.118 0.119 -0.001 0.064
H 1.390 0.215 3.331 -0.335 -0.082 0.167 0.128
H 3.310 -0.912 4.764 -0.147 0.331 -0.258 0.083
H 2.396 -2.406 4.672 -0.077 -0.155 -0.143 0.080
H 1.727 -1.061 5.553 0.068 0.051 0.092 0.080
H 2.875 -1.943 2.651 0.419 -0.331 -0.794 0.095
```
Forces are in eV/Å.



Number 1: DFT total energy -82154.189 eV, HOMO level -8.15 eV, maximum force 5.6 eV/A. Number 2: DFT total energy -14544.436 eV, HOMO level -7.60 eV, maximum force 1.5 eV/A. Number 3: DFT total energy -22089.014 eV, HOMO level -9.95 eV, maximum force 4.6 eV/A. Number 4: DFT total energy -62106.863 eV, HOMO level -9.59 eV, maximum force 4.6 eV/A.